Entry 1:
Computed, not measured: a molecular structure, C35H36IrN11P2S2 at a distorted geometry, with the ωB97M-V functional and the def2-TZVPD basis.

Its multiplicity is 5. As for the charge: +2. Its expectation value of S² is 6.0606. The LUMO energy (spin up / spin down) is -5.4 / -7.6 eV.

Atoms and positions in Å:
Ir1 1.414696 0.568519 0.539183
C1 6.917727 0.685705 1.280306
N1 5.610309 0.256939 0.798402
C2 5.368268 -0.856111 -0.061778
C3 4.023637 -0.991053 -0.165627
N2 3.421299 0.055077 0.531982
C4 4.399937 0.772416 1.123620
P1 4.013123 2.269064 2.099332
C5 2.693106 1.497763 3.091847
N3 1.676724 0.792212 2.545470
C6 0.914555 0.351682 3.562911
C7 1.402344 0.802264 4.744178
N4 2.607520 1.505449 4.418164
C8 3.511990 2.103487 5.400374
C9 2.726170 3.194642 1.160197
N5 1.615116 2.638623 0.684535
C10 0.813255 3.668730 0.239853
C11 1.505682 4.829543 0.342450
N6 2.781675 4.516547 0.870718
C12 4.008170 5.357095 0.858014
H1 7.702656 0.021992 0.894741
H2 6.927997 0.712293 2.376042
H3 7.058982 1.725574 0.970510
H4 6.141007 -1.401222 -0.576695
H5 3.439201 -1.745429 -0.666810
H6 0.017908 -0.198823 3.321518
H7 1.141475 0.629461 5.785835
H8 3.124199 2.013832 6.462993
H9 3.674574 3.162754 5.166765
H10 4.502768 1.580072 5.293646
H11 -0.146313 3.508205 -0.183858
H12 1.227379 5.840350 0.060917
H13 3.731568 6.427201 0.816718
H14 4.622605 5.062914 0.004272
H15 4.547714 5.150810 1.807966
C13 0.763205 -2.023258 -1.737776
C14 0.767840 -0.610027 -2.149888
N7 1.253166 0.488930 -1.512266
C15 1.246277 1.563436 -2.370994
C16 0.625269 1.159298 -3.518835
N8 0.388486 -0.217621 -3.406348
C17 -0.378511 -0.966404 -4.360652
N9 -1.871781 -1.058709 -4.141838
N10 -2.458471 -2.298327 -3.965351
N11 -3.762077 -2.102061 -3.783053
C18 -4.082147 -0.765951 -3.965206
C19 -5.285179 -0.045109 -3.989048
C20 -5.219166 1.347039 -4.166739
C21 -3.982344 2.042394 -4.170457
C22 -2.784192 1.332621 -4.339731
C23 -2.862679 -0.081505 -4.242561
H16 -0.177101 -2.298448 -1.257399
H17 1.597940 -2.125237 -1.000049
H18 0.871865 -2.704270 -2.593484
H19 1.706744 2.527639 -2.160793
H20 0.448401 1.693082 -4.429871
H21 -0.158575 -2.034064 -4.362530
H22 -0.257049 -0.450229 -5.306893
H23 -6.229441 -0.630535 -3.863746
H24 -6.170261 1.876374 -4.204394
H25 -3.981975 3.122509 -4.069159
H26 -1.853865 1.868136 -4.556787
S1 -2.107365 -1.285049 3.986645
P2 -2.097498 -1.448539 2.027717
S2 -0.954051 -0.016471 0.972807
C24 -3.775717 -1.231880 1.249131
C25 -4.241837 0.055850 1.145661
C26 -5.461461 0.366631 0.460518
C27 -6.161598 -0.642711 -0.187358
C28 -5.713444 -1.966677 0.008446
C29 -4.577486 -2.276839 0.751396
C30 -1.598557 -3.161013 1.688402
C31 -1.234664 -3.984936 2.756558
C32 -1.138232 -5.359956 2.566972
C33 -1.284327 -5.931914 1.310797
C34 -1.488438 -5.064183 0.211772
C35 -1.745120 -3.695532 0.417765
H27 -3.674672 0.857763 1.570933
H28 -5.728138 1.421909 0.333949
H29 -7.046256 -0.486962 -0.797671
H30 -6.292689 -2.774504 -0.466478
H31 -4.327267 -3.348582 0.887112
H32 -0.890036 -3.533889 3.735211
H33 -0.930009 -5.993198 3.446684
H34 -1.332852 -7.033488 1.224315
H35 -1.445375 -5.480385 -0.823995
H36 -2.046311 -3.103731 -0.450134

Force components x, y, z for each atom (eV/Å):
-0.892 -1.011 0.955
0.056 0.715 0.265
-1.028 -1.496 -1.170
0.125 1.188 1.060
-0.247 1.106 0.402
1.031 -0.595 -0.136
-0.774 -0.460 -1.136
-0.093 0.255 0.696
0.346 -0.523 -0.771
1.214 0.470 0.605
-1.039 -0.165 0.191
2.009 0.497 0.302
-2.502 -0.926 1.112
1.036 -0.232 0.439
1.094 -0.462 -1.334
-0.298 1.542 0.214
0.986 -0.131 -0.067
1.381 0.463 0.068
-1.621 0.064 -0.233
-0.393 -0.125 0.975
-0.369 0.337 0.127
0.040 -0.375 -0.241
0.345 -0.268 -0.199
0.227 -0.017 0.397
0.231 0.167 -0.085
0.089 -0.042 0.644
-0.090 0.115 -0.476
0.338 -0.080 -1.561
-0.159 -0.241 0.138
-0.937 0.517 0.449
-0.598 -0.155 -0.089
0.181 -0.268 0.121
0.121 -0.706 -0.032
-0.096 0.215 0.110
-0.226 0.307 -0.713
0.363 -0.107 0.980
0.146 1.932 -1.354
-0.209 -1.879 0.148
-0.879 -0.325 -0.962
0.842 -0.506 0.383
-0.264 1.122 1.455
-2.488 -0.598 -0.453
-0.502 1.170 -0.210
0.696 0.565 0.633
-0.993 2.107 -0.609
4.057 -2.487 -0.242
-2.190 -1.399 0.053
1.625 2.260 0.358
-5.007 0.239 0.025
2.683 -2.150 -0.182
0.795 -0.134 0.972
0.096 0.061 0.181
-0.902 -0.395 -0.594
0.281 0.316 0.285
-0.387 -0.425 0.161
-0.047 0.020 -0.215
0.663 0.234 -0.297
0.281 -0.401 -0.299
0.809 0.928 -0.190
0.391 0.154 0.168
-0.023 -0.158 -0.287
-0.399 -0.355 0.079
-0.079 0.785 -0.575
-1.139 -1.338 1.675
0.860 0.643 -1.228
0.595 -0.382 -0.043
-1.522 0.715 -0.894
1.146 0.052 -0.091
0.736 -0.651 0.738
-0.451 -0.128 -0.198
0.131 -0.635 -0.384
-0.139 0.321 -0.146
1.096 0.372 0.801
0.180 -0.272 0.727
-0.519 0.399 -0.474
-0.030 -0.605 -0.363
0.562 -1.233 -0.697
0.198 0.433 0.172
-0.049 -0.480 0.225
0.160 0.248 0.168
0.400 0.343 0.422
0.006 0.932 -0.103
-1.010 -0.617 -1.243
-0.114 0.355 -0.605
0.407 0.835 -0.232
-0.426 0.426 1.000
0.070 0.015 0.334



Entry 2:
Computed, not measured: a single C5H5N molecule at a distorted geometry, with the ωB97M-V functional and the def2-TZVPD basis.

The LUMO energy is 0.8 eV.

Atoms and positions in Å:
C1 1.352662 -0.030908 -0.317828
C2 0.005546 -0.259559 0.430401
C3 -1.025782 0.740323 0.131071
C4 -1.841253 1.596572 -0.134571
C5 -0.484861 -1.627773 0.236423
N1 -0.863811 -2.715173 0.062936
H1 1.718140 0.970382 -0.064434
H2 2.095284 -0.743993 0.063810
H3 1.274981 -0.134833 -1.405912
H4 0.335505 -0.160004 1.467736
H5 -2.510372 2.378916 -0.398901

Force components x, y, z for each atom (eV/Å):
0.033 0.033 -0.059
0.882 0.191 -0.005
-0.928 1.093 -0.404
1.270 -1.136 0.307
-0.789 -1.989 -0.374
0.729 1.966 0.338
-0.166 -0.146 -0.184
-0.269 0.072 -0.186
-0.100 0.037 0.301
-0.557 -0.080 0.220
-0.106 -0.040 0.046



Entry 3:
Computed, not measured: a molecular structure, C5H11NOS at a distorted geometry, with the ωB97M-V functional and the def2-TZVPD basis.

The LUMO energy is -2.0 eV.

Atoms and positions in Å:
O1 -2.446546 0.544204 0.727096
C1 -2.267899 0.488448 -0.462459
N1 -1.156170 0.337069 -1.249609
C2 0.112822 0.293388 -0.408696
C3 0.266589 -0.484875 0.928093
C4 0.096924 -1.555882 0.028383
S1 2.999999 -0.976957 -0.172059
C5 0.509782 1.807822 -0.069456
H1 -3.184576 0.714814 -1.030329
H2 -1.596203 -0.608186 -0.966822
H3 1.047018 0.120035 -1.024219
H4 1.217755 -0.306840 1.411964
H5 -0.437275 -0.398942 1.754367
H6 -0.767607 -2.221809 0.029691
H7 1.066069 -2.051195 -0.250055
H8 2.832587 -2.019917 0.646289
H9 0.123573 2.076583 0.915257
H10 1.596246 1.827772 -0.003447
H11 -0.013097 2.414471 -0.803988

Force components x, y, z for each atom (eV/Å):
1.079 -0.321 0.851
-4.153 4.403 1.303
1.077 -2.249 1.929
0.819 1.703 -1.661
-1.366 -1.012 2.570
2.067 -1.731 1.782
1.155 0.147 -0.383
-0.547 -0.868 1.168
0.155 -0.626 -0.865
1.466 -1.432 -2.666
-0.806 -0.914 -0.033
0.526 -0.017 -1.031
-0.764 0.540 -0.811
-0.755 0.858 -0.413
-0.442 1.188 -1.065
0.122 -0.122 0.190
-0.112 -0.039 -0.096
-0.084 0.374 -0.452
0.563 0.119 -0.316



Entry 4:
Computed, not measured: a single C2H3N molecule at a distorted geometry, with the ωB97M-V functional and the def2-TZVPD basis.

The LUMO energy is 1.2 eV.

Atoms and positions in Å:
C1 -0.529205 -0.700479 0.047691
C2 0.382954 0.495597 0.023465
N1 -1.073687 0.433911 0.047640
H1 -0.429871 -1.706042 -0.131755
H2 0.868578 0.754781 0.999113
H3 0.781230 0.722231 -0.986153

Force components x, y, z for each atom (eV/Å):
1.745 4.109 -0.218
0.903 -1.208 0.304
-1.960 -1.193 0.173
-0.860 -2.183 -0.002
-0.116 0.111 -1.379
0.287 0.363 1.122



Going through the records in order, we get molecular weight values of 929.05, 79.10, 133.22, 41.05 g mol⁻¹.
Going through the records in order, we get energy relative to the best compared isomer or geometry (same formula, charge and spin) values of 0.048, 2.229, 8.591, 2.532 eV.